[1]
Formula: C25H61NO11P2
Source: the Open Molecules 2025 dataset
Level of theory: ωB97M-V/def2-TZVPD

Net charge ... 0
Orbital gap ... 9.0 eV
2S+1 ... 1
SMILES ... CP(O)#P(CCCCCN)CCC(=O)O.COCCOC.COCCOC.COCCOC.COCCOC

Element x y z (Å)
C  1.327  3.963  -5.264
P  2.007  3.521  -3.616
O  3.023  2.287  -4.041
P  0.416  2.496  -2.522
C  -0.659  1.588  -3.731
C  -1.587  2.444  -4.607
C  -2.621  1.653  -5.444
C  -2.211  0.228  -5.805
C  -3.088  -0.398  -6.880
N  -2.613  -1.733  -7.321
C  -0.554  3.953  -1.900
C  -0.189  4.195  -0.429
C  -1.138  3.508  0.517
O  -2.133  2.890  0.184
O  -0.820  3.673  1.849
H  1.172  3.070  -5.873
H  0.374  4.478  -5.207
H  2.050  4.581  -5.788
H  2.551  1.619  -4.543
H  -1.263  0.879  -3.170
H  0.035  1.032  -4.359
H  -0.981  2.997  -5.317
H  -2.108  3.139  -3.958
H  -2.747  2.190  -6.384
H  -3.593  1.660  -4.955
H  -1.194  0.262  -6.201
H  -2.218  -0.405  -4.920
H  -4.104  -0.518  -6.515
H  -3.080  0.232  -7.765
H  -2.395  -2.265  -6.486
H  -1.707  -1.586  -7.751
H  -1.616  3.775  -2.005
H  -0.278  4.849  -2.452
H  -0.103  5.253  -0.197
H  0.804  3.783  -0.241
H  0.105  3.434  1.952
C  -2.240  3.015  5.316
O  -1.943  2.283  6.492
C  -0.837  1.407  6.340
C  0.431  1.995  6.916
O  0.855  3.149  6.207
C  0.503  4.363  6.843
H  -2.929  3.815  5.585
H  -1.344  3.454  4.873
H  -2.722  2.370  4.574
H  -0.694  1.148  5.287
H  -1.078  0.486  6.879
H  1.231  1.253  6.834
H  0.291  2.226  7.977
H  1.147  4.545  7.711
H  -0.542  4.363  7.163
H  0.650  5.167  6.123
C  -2.169  -2.739  5.004
O  -1.531  -2.199  6.148
C  -2.313  -2.309  7.328
C  -1.866  -3.468  8.190
O  -2.083  -4.717  7.556
C  -0.917  -5.259  6.962
H  -1.417  -2.839  4.223
H  -2.602  -3.720  5.209
H  -2.958  -2.066  4.650
H  -3.374  -2.406  7.078
H  -2.185  -1.380  7.893
H  -2.454  -3.466  9.113
H  -0.812  -3.352  8.459
H  -0.247  -5.663  7.727
H  -0.381  -4.514  6.370
H  -1.225  -6.072  6.307
C  2.512  -6.991  7.699
O  2.045  -7.120  6.368
C  2.772  -6.330  5.440
C  3.796  -7.144  4.681
O  4.817  -7.639  5.531
C  4.639  -8.995  5.898
H  2.069  -7.796  8.283
H  3.600  -7.068  7.756
H  2.199  -6.032  8.127
H  3.258  -5.491  5.948
H  2.051  -5.920  4.727
H  4.274  -6.501  3.937
H  3.305  -7.966  4.151
H  4.885  -9.657  5.061
H  3.616  -9.194  6.226
H  5.319  -9.204  6.721
C  -0.714  3.363  -9.127
O  0.481  2.604  -9.076
C  0.758  1.915  -10.285
C  1.786  2.639  -11.125
O  1.310  3.893  -11.583
C  1.785  4.990  -10.824
H  -0.714  4.043  -8.275
H  -0.788  3.947  -10.046
H  -1.586  2.702  -9.052
H  -0.161  1.765  -10.860
H  1.153  0.931  -10.017
H  2.008  2.032  -12.008
H  2.715  2.764  -10.560
H  2.834  5.197  -11.061
H  1.687  4.812  -9.751
H  1.187  5.859  -11.094

Löwdin population analysis, charges in e, atoms 1 to 2: -0.3334, 0.6495

***

[2]
Formula: C25H63BClFN11O24P2
Source: the Open Molecules 2025 dataset
Level of theory: ωB97M-V/def2-TZVPD

Net charge ... +1
Orbital gap ... 9.4 eV
2S+1 ... 1

Element x y z (Å)
C  2.287  -0.938  3.567
C  0.856  -1.039  3.001
B  0.689  -2.366  2.191
O  1.248  -3.551  2.625
C  -0.149  -2.518  0.811
C  -1.149  -1.396  0.554
C  -0.699  -0.328  -0.463
F  -1.228  -0.674  -1.711
P  -1.400  1.294  0.135
P  -3.523  1.164  -0.337
O  -3.798  0.629  -1.667
O  -4.050  2.667  -0.245
O  -4.249  0.298  0.765
C  0.816  -0.308  -0.575
C  1.349  0.846  -1.420
C  2.772  1.236  -1.085
C  2.901  1.950  0.261
N  4.200  1.626  0.880
C  1.252  -1.646  -1.140
O  2.629  -1.758  -1.248
C  3.104  -2.462  -2.400
C  3.126  -1.625  -3.676
C  2.657  -2.398  -4.914
O  4.411  -1.063  -3.903
N  0.736  -2.841  -0.365
C  0.052  -3.878  -1.214
C  0.374  -5.272  -0.725
C  -0.454  -6.268  -1.527
Cl  2.102  -5.651  -0.992
H  3.054  -0.886  2.800
H  2.358  -0.068  4.209
H  2.471  -1.799  4.199
H  0.544  -0.148  2.463
H  0.179  -1.127  3.855
H  2.218  -3.538  2.590
H  -0.736  -3.416  0.974
H  -2.073  -1.834  0.188
H  -1.399  -0.893  1.481
H  -1.004  2.355  -0.702
H  -3.684  3.146  -1.009
H  -4.593  -0.469  0.268
H  1.278  -0.195  0.406
H  0.737  1.725  -1.287
H  1.219  0.581  -2.466
H  3.475  0.409  -1.109
H  3.102  1.934  -1.848
H  2.100  1.709  0.958
H  2.897  3.017  0.051
H  4.554  2.437  1.372
H  4.886  1.470  0.150
H  0.830  -1.721  -2.139
H  4.131  -2.726  -2.181
H  2.586  -3.398  -2.585
H  2.422  -0.803  -3.553
H  3.492  -2.730  -5.516
H  1.984  -3.203  -4.636
H  2.095  -1.705  -5.530
H  4.328  -0.102  -3.825
H  1.559  -3.316  0.020
H  -1.022  -3.757  -1.190
H  0.349  -3.812  -2.254
H  0.151  -5.352  0.332
H  -0.074  -7.259  -1.322
H  -0.244  -6.082  -2.574
H  -1.510  -6.192  -1.302
C  -6.339  -1.661  3.711
N  -5.253  -2.565  3.233
O  -5.264  -2.911  2.062
O  -4.419  -2.906  4.045
H  -6.997  -1.449  2.877
H  -6.863  -2.176  4.502
H  -5.868  -0.758  4.079
C  1.099  5.664  -0.499
N  0.466  4.646  -1.381
O  -0.749  4.588  -1.407
O  1.206  3.920  -2.022
H  0.319  6.221  0.002
H  1.720  5.133  0.217
H  1.696  6.313  -1.128
C  1.934  5.568  -5.610
N  1.943  6.706  -4.651
O  1.242  6.616  -3.657
O  2.648  7.653  -4.921
H  1.261  4.807  -5.235
H  1.599  5.947  -6.563
H  2.952  5.195  -5.676
C  -1.619  6.095  -8.410
N  -0.447  5.292  -8.858
O  -0.370  5.007  -10.030
O  0.365  4.975  -8.001
H  -2.244  6.298  -9.270
H  -2.151  5.507  -7.668
H  -1.238  7.014  -7.976
C  -4.662  5.492  1.085
N  -4.375  6.924  0.789
O  -5.197  7.545  0.148
O  -3.326  7.368  1.214
H  -5.619  5.232  0.649
H  -3.863  4.906  0.648
H  -4.681  5.379  2.164
C  3.115  -7.462  1.643
N  3.945  -8.415  2.431
O  4.908  -7.969  3.019
O  3.593  -9.578  2.426
H  3.544  -6.472  1.738
H  3.126  -7.796  0.612
H  2.108  -7.495  2.052
C  2.338  -10.788  5.223
N  1.801  -11.437  6.452
O  2.238  -12.528  6.751
O  0.956  -10.819  7.069
H  3.076  -11.440  4.774
H  1.501  -10.626  4.551
H  2.784  -9.845  5.524
C  -7.613  0.898  7.478
N  -7.351  -0.306  6.642
O  -6.576  -1.138  7.066
O  -7.939  -0.380  5.577
H  -7.026  0.820  8.385
H  -7.325  1.768  6.896
H  -8.676  0.914  7.699
C  1.743  9.931  0.148
N  2.672  8.973  0.809
O  3.657  9.418  1.351
O  2.373  7.790  0.756
H  2.136  10.932  0.275
H  1.690  9.661  -0.903
H  0.773  9.826  0.625

Löwdin population analysis, charges in e, atoms 1 to 2: -0.0839, -0.1342

***

[3]
Formula: C25H64N14O29S5
Source: the Open Molecules 2025 dataset
Level of theory: ωB97M-V/def2-TZVPD

Net charge ... 0
Orbital gap ... 7.0 eV
2S+1 ... 1

Element x y z (Å)
C  -4.335  1.284  4.661
O  -4.054  2.255  5.376
N  -5.268  0.394  4.897
N  -3.974  1.290  3.432
H  -5.300  -0.285  4.151
H  -5.918  0.445  5.669
H  -4.302  0.563  2.813
H  -3.459  2.091  3.094
C  -0.338  2.587  5.836
O  0.764  2.959  6.220
N  -1.437  3.205  6.146
N  -0.481  1.532  5.146
H  -1.371  4.157  6.477
H  -2.260  2.691  5.867
H  -1.378  1.338  4.724
H  0.273  0.862  5.087
C  -4.602  0.555  -0.995
O  -4.607  -0.220  -0.050
N  -3.552  1.167  -1.461
N  -5.690  1.035  -1.544
H  -3.624  1.891  -2.162
H  -2.697  1.002  -0.949
H  -5.540  1.857  -2.111
H  -6.526  0.807  -1.024
C  2.883  3.719  2.029
O  2.186  4.388  1.295
N  4.116  3.918  2.183
N  2.336  2.957  2.971
H  4.676  3.298  2.750
H  4.629  4.564  1.599
H  1.339  3.118  2.950
H  2.876  2.582  3.738
C  2.340  -3.033  0.278
O  3.015  -2.416  1.108
N  1.616  -4.054  0.667
N  2.134  -2.663  -0.966
H  1.870  -4.466  1.554
H  1.198  -4.541  -0.112
H  1.713  -3.323  -1.605
H  2.794  -1.962  -1.270
C  -1.275  4.489  2.249
O  -2.084  4.248  3.184
N  -0.672  3.587  1.582
N  -0.948  5.670  1.797
H  -0.988  2.647  1.772
H  0.130  3.717  0.982
H  -0.224  5.620  1.094
H  -1.376  6.474  2.234
C  2.198  -0.717  4.213
O  1.506  -0.095  5.002
N  2.829  -0.194  3.162
N  2.534  -1.944  4.325
H  3.047  -0.828  2.406
H  2.721  0.785  2.937
H  2.980  -2.516  3.623
H  2.092  -2.421  5.098
C  1.964  0.952  -0.276
C  0.796  1.365  -1.164
O  -0.420  1.015  -0.599
S  -0.223  0.171  0.791
O  -0.349  -1.262  0.491
O  -1.150  0.706  1.841
O  1.381  0.641  0.955
H  2.769  1.672  -0.131
H  2.439  0.061  -0.687
H  0.779  0.973  -2.181
H  0.771  2.454  -1.140
C  0.765  7.270  -2.038
C  0.650  6.531  -0.688
O  0.836  5.125  -1.038
S  0.790  4.833  -2.674
O  -0.203  3.813  -3.156
O  2.217  4.744  -3.090
O  0.245  6.366  -3.013
H  1.770  7.525  -2.375
H  0.140  8.162  -1.996
H  -0.368  6.699  -0.336
H  1.367  6.836  0.075
C  -0.412  -0.140  -7.921
C  -0.328  1.418  -7.907
O  -0.280  1.812  -6.585
S  -0.042  0.566  -5.496
O  -1.095  0.529  -4.455
O  1.382  0.489  -5.174
O  -0.598  -0.501  -6.629
H  0.577  -0.556  -8.112
H  -1.087  -0.567  -8.661
H  -1.199  1.833  -8.415
H  0.661  1.736  -8.234
C  -3.443  -4.037  -1.854
C  -2.692  -3.394  -0.612
O  -3.285  -3.918  0.575
S  -4.344  -5.208  0.227
O  -5.777  -4.869  0.469
O  -3.866  -6.530  0.840
O  -4.023  -5.234  -1.455
H  -2.790  -4.087  -2.725
H  -4.264  -3.341  -2.025
H  -2.603  -2.310  -0.690
H  -1.732  -3.879  -0.786
C  5.280  -1.498  -2.355
C  6.521  -0.606  -2.540
O  6.101  0.767  -2.668
S  4.547  0.808  -3.232
O  4.420  0.742  -4.664
O  3.713  1.848  -2.614
O  4.150  -0.650  -2.471
H  5.300  -1.897  -1.340
H  5.257  -2.283  -3.111
H  7.022  -0.902  -3.461
H  7.177  -0.657  -1.671
C  -0.353  -3.709  4.044
C  -1.499  -4.460  4.691
C  -2.784  -3.689  4.133
O  -2.343  -2.383  3.906
C  -1.012  -2.542  3.386
H  0.183  -4.425  3.421
H  0.355  -3.189  4.689
H  -1.440  -4.218  5.752
H  -1.579  -5.540  4.575
H  -3.550  -3.665  4.908
H  -3.236  -4.201  3.284
H  -0.535  -1.571  3.520
H  -1.046  -2.644  2.301
C  1.172  -3.218  -4.271
C  1.300  -4.782  -4.207
C  0.364  -5.171  -3.105
O  0.064  -3.949  -2.470
C  0.100  -2.781  -3.393
H  1.004  -2.926  -5.308
H  2.124  -2.856  -3.884
H  2.354  -5.048  -4.131
H  0.926  -5.312  -5.083
H  0.892  -5.922  -2.517
H  -0.584  -5.572  -3.464
H  0.270  -1.835  -2.879
H  -0.873  -2.593  -3.848

Löwdin population analysis, charges in e, atoms 1 to 2: -0.7494, -0.0023

***

[4]
Formula: C25H64NO19S6
Source: the Open Molecules 2025 dataset
Level of theory: ωB97M-V/def2-TZVPD

Net charge ... +1
Orbital gap ... 9.6 eV
2S+1 ... 1

Element x y z (Å)
C  -5.557  -3.110  -2.074
C  -4.190  -3.754  -1.995
O  -3.374  -2.993  -1.112
C  -2.103  -2.639  -1.585
C  -1.705  -1.231  -1.102
C  -2.861  -0.251  -0.967
C  -3.092  0.348  -2.339
N  -1.868  -0.015  -3.170
C  -0.872  -0.552  -2.210
H  -6.181  -3.591  -2.812
H  -5.413  -2.072  -2.346
H  -6.014  -3.143  -1.094
H  -3.775  -3.798  -3.002
H  -4.279  -4.775  -1.649
H  -2.053  -2.654  -2.673
H  -1.353  -3.320  -1.187
H  -1.069  -1.223  -0.231
H  -3.782  -0.664  -0.594
H  -2.593  0.554  -0.295
H  -3.925  -0.096  -2.869
H  -3.232  1.417  -2.383
H  -2.107  -0.682  -3.897
H  -1.445  0.825  -3.562
H  -0.183  -1.259  -2.652
H  -0.263  0.182  -1.705
O  -4.982  -5.355  2.144
S  -5.511  -4.588  3.231
O  -6.825  -4.035  3.146
O  -4.476  -3.424  3.572
C  -4.043  -2.607  2.466
C  -5.081  -1.577  2.073
C  -5.350  -5.487  4.735
H  -3.774  -3.246  1.622
H  -3.136  -2.109  2.807
H  -5.970  -2.046  1.650
H  -4.668  -0.895  1.331
H  -5.391  -1.000  2.941
H  -4.335  -5.865  4.811
H  -6.061  -6.309  4.692
H  -5.588  -4.826  5.563
O  -3.441  4.184  -3.354
S  -2.596  5.347  -3.306
O  -3.005  6.568  -3.913
O  -1.152  4.942  -3.853
C  -1.079  4.324  -5.154
C  -1.218  5.325  -6.283
C  -2.127  5.653  -1.639
H  -1.833  3.536  -5.229
H  -0.097  3.853  -5.188
H  -2.220  5.748  -6.315
H  -1.019  4.839  -7.238
H  -0.515  6.146  -6.150
H  -1.774  4.727  -1.193
H  -3.009  6.017  -1.116
H  -1.348  6.409  -1.628
O  2.309  -2.823  -5.379
S  2.348  -3.442  -4.091
O  2.104  -2.661  -2.909
O  3.705  -4.232  -3.925
C  4.943  -3.524  -4.191
C  5.349  -2.616  -3.048
C  1.279  -4.841  -4.074
H  4.854  -2.976  -5.130
H  5.685  -4.305  -4.336
H  4.660  -1.779  -2.940
H  6.345  -2.214  -3.228
H  5.355  -3.164  -2.107
H  1.493  -5.453  -4.946
H  0.257  -4.470  -4.112
H  1.445  -5.397  -3.155
O  2.773  4.195  -1.410
S  2.107  3.256  -0.567
O  0.884  3.603  0.095
O  3.134  2.668  0.478
C  3.922  3.600  1.262
C  3.135  4.211  2.403
C  1.844  1.761  -1.465
H  4.337  4.365  0.606
H  4.755  3.014  1.644
H  2.351  4.874  2.039
H  3.802  4.791  3.041
H  2.660  3.434  3.001
H  2.775  1.460  -1.935
H  1.089  1.969  -2.220
H  1.498  1.003  -0.767
O  7.581  -0.182  -0.297
S  7.550  0.125  1.101
O  6.982  1.359  1.550
O  9.012  -0.030  1.696
C  10.088  0.670  1.029
C  10.116  2.146  1.367
C  6.811  -1.206  1.985
H  10.018  0.505  -0.046
H  10.996  0.184  1.377
H  9.252  2.665  0.954
H  11.017  2.603  0.958
H  10.106  2.292  2.447
H  7.276  -2.135  1.670
H  5.752  -1.204  1.738
H  6.951  -1.038  3.049
O  -4.123  0.235  4.604
S  -4.259  0.599  5.985
O  -4.785  1.877  6.338
O  -2.855  0.387  6.705
C  -1.698  1.012  6.113
C  -1.622  2.495  6.415
C  -5.143  -0.658  6.841
H  -1.689  0.821  5.039
H  -0.845  0.493  6.546
H  -2.423  3.043  5.922
H  -0.669  2.896  6.070
H  -1.712  2.672  7.486
H  -4.707  -1.622  6.595
H  -6.176  -0.608  6.502
H  -5.085  -0.458  7.907

Löwdin population analysis, charges in e, atoms 1 to 2: -0.0469, -0.2467